A cluster of 2 separate species, C6H18N2O in total. Source: the OMol25 dataset; level of theory: ωB97M-V/def2-TZVPD.

Summary:
E_tot   -11539.586 eV
SMILES   CC(C)(C)NO.CNC
Highest occupied orbital energy   -8.43 eV
Lowest unoccupied orbital energy   0.89 eV
Frontier orbital gap   9.3154 eV
Energy relative to the best compared isomer or geometry (same formula, charge and spin)   2.1196 eV

Last column: Löwdin charge in e.
Geometry (Å):
C  2.5205  0.8086  0.7740  -0.051
C  1.6825  -0.1913  -0.0453  -0.644
C  2.4894  -0.6831  -1.2522  -0.047
C  1.2850  -1.3719  0.8439  -0.050
N  0.4321  0.3706  -0.5359  -0.107
O  0.5979  1.5531  -1.3190  -0.084
H  1.9219  1.2449  1.5751  0.083
H  3.3773  0.3062  1.2192  0.080
H  2.9096  1.6067  0.1412  0.073
H  3.4414  -1.1069  -0.9381  0.080
H  2.6722  0.1430  -1.9362  0.076
H  1.9220  -1.4422  -1.7858  0.081
H  2.1696  -1.9172  1.1659  0.083
H  0.6355  -2.0491  0.2936  0.079
H  0.7516  -1.0234  1.7271  0.079
H  -0.4470  0.5132  0.1525  0.134
H  0.9947  2.2487  -0.7705  0.077
C  -3.0728  1.1425  -0.5497  -0.128
N  -2.2282  0.1340  0.0735  -0.233
C  -2.9808  -0.8484  0.8359  -0.133
H  -3.5975  1.7066  0.2231  0.079
H  -2.4355  1.8117  -1.1239  0.073
H  -3.8181  0.7029  -1.2267  0.077
H  -1.6991  -0.3491  -0.6651  0.095
H  -3.5286  -0.3470  1.6350  0.078
H  -2.2880  -1.5679  1.2695  0.071
H  -3.7078  -1.3951  0.2190  0.077

Cartesian forces, eV/Å:
C -0.2 -0.1 -0.2
C 0.1 0.1 0.2
C -0.2 0.1 0.2
C 0.0 0.2 -0.2
N -2.1 0.4 0.9
O 0.1 -0.1 0.1
H 0.0 0.0 0.0
H 0.1 0.0 0.0
H 0.0 0.1 0.0
H 0.1 0.0 0.0
H 0.1 0.0 0.0
H 0.0 -0.1 0.0
H 0.1 0.0 0.0
H 0.0 -0.1 -0.1
H 0.0 0.0 0.1
H 2.8 -0.2 -1.3
H -0.1 -0.2 0.1
C 0.0 -0.2 -0.1
N 0.0 -0.4 -0.4
C 0.0 0.0 -0.1
H 0.0 0.0 0.0
H -0.1 0.1 0.0
H -0.1 0.1 0.0
H -0.4 0.2 0.4
H 0.1 0.0 0.1
H 0.0 0.0 0.1
H 0.0 0.0 0.1